(1)
This record from the Open Molecules 2025 dataset describes a molecular structure, C37H41N5O2P3RhS2. The level of theory is the ωB97M-V functional and the def2-TZVPD basis.

Cartesian coordinates (Å):
Rh1 0.4799 -0.3620 0.7371
N1 3.6925 -1.7669 3.2427
C1 2.3818 -1.6225 3.1547
N2 2.0942 -1.0509 1.9970
C2 3.3268 -0.8696 1.3823
N3 4.3292 -1.3045 2.1353
C3 3.3912 -0.2709 0.0901
C4 4.5989 0.0211 -0.5573
N4 4.6948 0.5572 -1.7491
C5 3.4775 0.7880 -2.3655
C6 2.2808 0.5367 -1.7821
N5 2.1787 0.0448 -0.5140
H1 4.2248 -2.1813 3.9905
H2 1.6859 -1.9177 3.9200
H3 5.5234 -0.2036 -0.0348
H4 3.5121 1.1791 -3.3728
H5 1.3534 0.7066 -2.3171
C7 -1.3465 2.7808 -1.2174
C8 -0.0151 2.9975 -0.4880
P1 0.1880 2.2633 1.1853
C9 1.9703 2.4643 1.5195
C10 2.4251 2.0294 2.7644
C11 3.7585 2.1536 3.1145
C12 4.6613 2.7033 2.2126
C13 4.2193 3.1387 0.9730
C14 2.8779 3.0302 0.6304
C15 -0.5141 3.5185 2.3464
C16 0.3299 4.4984 2.8743
C17 -0.1731 5.5060 3.6823
C18 -1.5258 5.5566 3.9831
C19 -2.3718 4.5874 3.4672
C20 -1.8722 3.5788 2.6562
C21 -1.8518 1.3356 -1.1921
P2 -2.6333 0.9546 0.4486
C22 -4.3680 0.6040 0.0025
C23 -5.0993 -0.4729 0.4934
C24 -6.4458 -0.6113 0.1826
C25 -7.0757 0.3238 -0.6230
C26 -6.3587 1.4099 -1.1067
C27 -5.0182 1.5530 -0.7895
C28 -2.0216 -0.7193 0.8763
C29 -1.5259 -0.9431 2.1702
C30 -1.3073 -2.2442 2.6329
C31 -1.5649 -3.3296 1.8147
C32 -2.0237 -3.1251 0.5147
C33 -2.2407 -1.8357 0.0473
H6 -1.1815 3.0741 -2.2570
H7 -2.1068 3.4599 -0.8231
H8 0.1964 4.0659 -0.3936
H9 0.7836 2.5533 -1.0875
H10 1.7236 1.6055 3.4766
H11 4.0953 1.8205 4.0876
H12 5.7061 2.7899 2.4772
H13 4.9189 3.5597 0.2642
H14 2.5617 3.3750 -0.3442
H15 1.3901 4.4944 2.6595
H16 0.5022 6.2535 4.0759
H17 -1.9154 6.3437 4.6141
H18 -3.4292 4.6093 3.6935
H19 -2.5517 2.8325 2.2727
H20 -1.0215 0.6484 -1.3983
H21 -2.5839 1.1542 -1.9812
H22 -4.6317 -1.2073 1.1379
H23 -7.0015 -1.4528 0.5737
H24 -8.1226 0.2113 -0.8691
H25 -6.8461 2.1505 -1.7258
H26 -4.4791 2.4170 -1.1620
H27 -1.4358 -0.1081 2.8582
H28 -0.9676 -2.3994 3.6485
H29 -1.4142 -4.3353 2.1828
H30 -2.2354 -3.9734 -0.1230
H31 -2.6187 -1.6812 -0.9547
C34 -0.9834 -5.0840 -4.7270
C35 -1.1486 -4.7099 -3.2765
O1 0.1286 -4.2861 -2.7312
P3 0.5564 -2.7827 -2.5024
S1 0.7966 -2.6782 -0.4067
S2 -0.5604 -1.4592 -3.2841
O2 2.0885 -2.7543 -2.8117
C36 2.7107 -3.3881 -3.9740
C37 3.2575 -4.7408 -3.6071
H32 -1.9297 -5.4603 -5.1162
H33 -0.2327 -5.8645 -4.8451
H34 -0.6917 -4.2135 -5.3149
H35 -1.4454 -5.5613 -2.6655
H36 -1.8685 -3.8996 -3.1536
H37 3.4987 -2.6944 -4.2605
H38 1.9760 -3.4282 -4.7795
H39 4.0207 -4.6521 -2.8356
H40 3.7166 -5.1868 -4.4901
H41 2.4720 -5.4074 -3.2544

The value obtained for the HOMO energy (spin up / spin down) is -7.674 / -10.620 eV. The spin multiplicity is 6. Its charge is +1. Its orbital gap (spin up / spin down) is 5.3204 / 5.2671 eV. The calculation puts the relative energy (zero: lowest compared OMol25 entry of this formula, charge and spin) at 33.52 kcal per mole. The expectation value of S² is 8.784.

For reference, the Löwdin charges in units of e are: 0.86 0.03 -0.15 -0.02 -0.34 0.13 -0.26 -0.12 0.06 -0.14 -0.20 -0.10 0.16 0.13 0.12 0.10 0.07 -0.29 -0.33 1.01 -0.42 -0.14 -0.07 -0.06 -0.06 -0.09 -0.33 -0.08 -0.07 -0.07 -0.08 -0.12 -0.37 1.06 -0.37 -0.09 -0.07 -0.08 -0.07 -0.10 -0.49 -0.19 -0.08 -0.09 -0.13 -0.14 0.12 0.10 0.10 0.05 0.11 0.11 0.11 0.11 0.10 0.10 0.11 0.11 0.11 0.03 0.01 0.08 0.10 0.11 0.11 0.11 0.10 0.10 0.11 0.12 0.11 0.10 -0.07 -0.28 -0.34 -0.11 0.64 0.39 -0.35 -0.22 -0.06 0.09 0.09 0.08 0.12 0.08 0.13 0.11 0.09 0.09 0.07

---

(2)
This record from the Open Molecules 2025 dataset describes a molecular structure, C37H42AsBrHgN6O2PSe. The level of theory is the ωB97M-V functional and the def2-TZVPD basis.

Cartesian coordinates (Å):
Hg1 -0.2894 0.5611 -0.3684
Br1 -2.6676 -4.1440 0.6658
C1 -2.2855 -1.5250 -1.5032
C2 -3.3268 -2.2642 -2.0543
C3 -3.9413 -1.7699 -3.1975
C4 -3.5619 -0.5499 -3.7402
C5 -2.5424 0.1503 -3.1124
N1 -1.9234 -0.3752 -2.0567
C6 -2.2163 1.6059 -3.4808
O1 -2.4219 1.9265 -4.6646
O2 -1.8381 2.3175 -2.5153
H1 -3.6365 -3.1948 -1.6018
H2 -4.7469 -2.3386 -3.6516
H3 -4.0409 -0.1159 -4.6069
C7 4.0562 1.4375 -3.9632
N2 2.8794 1.8022 -3.2067
C8 2.1032 2.9365 -3.3669
C9 1.0874 2.8270 -2.4715
N3 1.2340 1.6511 -1.7688
C10 2.3081 1.0636 -2.2390
H4 4.8206 2.2091 -3.8760
H5 3.8109 1.2917 -5.0153
H6 4.4522 0.5060 -3.5655
H7 2.3416 3.6882 -4.0989
H8 0.2415 3.4704 -2.3067
H9 2.7079 0.1268 -1.8867
C11 -0.4431 4.9896 1.2649
P1 -0.1981 3.1603 1.1666
C12 0.8429 2.8256 2.6241
C13 0.9303 1.5091 3.0835
C14 1.8311 1.1712 4.0804
C15 2.6701 2.1367 4.6245
C16 2.5874 3.4459 4.1788
C17 1.6780 3.7877 3.1840
C18 -1.8873 2.6996 1.7334
C19 -2.2802 2.6208 3.0670
C20 -3.6053 2.3599 3.3943
C21 -4.5461 2.1738 2.3888
C22 -4.1597 2.2447 1.0564
C23 -2.8352 2.5035 0.7259
H10 -0.7122 5.2982 2.2769
H11 -1.2568 5.2339 0.5823
H12 0.4485 5.5276 0.9368
H13 0.3058 0.7403 2.6393
H14 1.8995 0.1421 4.4107
H15 3.4024 1.8636 5.3723
H16 3.2551 4.1979 4.5814
H17 1.6370 4.8121 2.8339
H18 -1.5468 2.7574 3.8540
H19 -3.8962 2.2709 4.4351
H20 -5.5751 1.9498 2.6454
H21 -4.8825 2.0752 0.2678
H22 -2.5345 2.5398 -0.3214
C24 -0.6511 -3.6744 -3.7906
C25 0.0460 -3.9548 -2.4597
As1 1.1698 -2.4636 -1.8416
C26 1.8498 -3.3060 -0.2100
C27 2.2492 -4.7753 -0.2898
C28 2.7516 -2.8018 -2.9949
C29 2.6682 -2.0822 -4.3431
H23 -1.3486 -4.4775 -4.0449
H24 0.0657 -3.5940 -4.6115
H25 -1.2188 -2.7410 -3.7586
H26 0.6657 -4.8509 -2.5427
H27 -0.6872 -4.1340 -1.6679
H28 1.0576 -3.1604 0.5264
H29 2.6815 -2.6805 0.1153
H30 1.3828 -5.4192 -0.4436
H31 2.7259 -5.0893 0.6434
H32 2.9596 -4.9696 -1.0984
H33 2.8876 -3.8762 -3.1400
H34 3.6204 -2.4437 -2.4332
H35 1.9289 -2.5429 -4.9984
H36 3.6274 -2.0985 -4.8709
H37 2.3672 -1.0386 -4.2209
Se1 -1.5617 -1.6014 0.4377
C30 -1.9062 -1.5341 2.6581
C31 -3.2438 -1.4960 3.0158
C32 -3.5970 -1.4843 4.3601
C33 -2.6102 -1.4814 5.3469
C34 -1.2715 -1.4830 4.9772
C35 -0.9228 -1.5137 3.6263
H38 -4.0084 -1.4932 2.2481
H39 -4.6449 -1.4704 4.6419
H40 -2.8850 -1.4750 6.3951
H41 -0.4947 -1.4653 5.7341
H42 0.1280 -1.5367 3.3474
N4 5.7080 1.0822 3.2306
C36 4.9725 1.1372 2.3293
N5 4.2239 1.2797 1.2652
C37 3.2291 0.5131 0.9238
N6 2.3529 -0.1347 0.5039

The value obtained for the HOMO energy (spin up / spin down) is -1.208 / -1.960 eV. The spin multiplicity is 2. Its charge is -2. Its orbital gap (spin up / spin down) is 5.3015 / 6.0524 eV. The expectation value of S² is 0.766.

For reference, the Löwdin charges in units of e are: 0.86 -0.19 -0.58 -0.15 -0.09 -0.03 -0.20 -0.03 -0.67 -0.05 -0.11 0.01 0.09 0.10 -0.03 -0.13 -0.06 -0.13 -0.03 -0.20 0.09 0.09 0.09 0.11 0.09 0.08 -0.28 0.98 -0.40 -0.13 -0.08 -0.11 -0.10 -0.10 -0.40 -0.09 -0.10 -0.10 -0.08 -0.12 0.04 0.04 0.03 0.07 0.10 0.09 0.09 0.08 0.10 0.10 0.09 0.10 0.07 -0.17 -0.44 1.17 -0.46 -0.18 -0.45 -0.20 0.07 0.04 0.04 0.05 0.02 0.03 0.03 0.06 0.06 0.05 0.05 0.05 0.04 0.06 0.04 0.53 -0.39 -0.17 -0.11 -0.13 -0.11 -0.14 0.09 0.09 0.08 0.09 0.09 0.04 -0.47 0.04 -0.41 0.08

---

(3)
This record from the Open Molecules 2025 dataset describes a molecular structure, C37H42N2OP2Pt. The level of theory is the ωB97M-V functional and the def2-TZVPD basis.

Cartesian coordinates (Å):
Pt1 -0.3879 0.4413 -0.5145
N1 0.6993 2.2662 -0.8512
C1 0.0516 3.1883 -1.8157
C2 -1.2803 3.6816 -1.2855
C3 -2.3562 2.6229 -1.1340
N2 -2.0230 1.5986 -0.0936
H1 0.8373 2.7342 0.0461
H2 1.6389 2.0297 -1.1632
H3 -0.0835 2.6442 -2.7520
H4 0.7027 4.0410 -2.0108
H5 -1.6541 4.4378 -1.9777
H6 -1.1381 4.2024 -0.3306
H7 -2.5331 2.0925 -2.0692
H8 -3.2917 3.0909 -0.8231
H9 -2.8496 1.0225 0.0812
H10 -1.8356 2.0797 0.7878
C4 0.5341 -2.4059 1.4368
C5 -0.9652 -2.4658 1.1722
P1 -1.6231 -1.4893 -0.2099
C6 -3.3400 -1.0830 0.2536
C7 -3.7852 -0.9411 1.5685
C8 -5.0965 -0.5594 1.8267
C9 -5.9683 -0.2948 0.7817
C10 -5.5322 -0.4203 -0.5319
C11 -4.2303 -0.8160 -0.7953
C12 -1.8623 -2.4890 -1.6850
C13 -2.4975 -3.7261 -1.5427
C14 -2.8073 -4.4785 -2.6620
C15 -2.5025 -3.9943 -3.9298
C16 -1.8979 -2.7559 -4.0762
C17 -1.5824 -2.0008 -2.9550
P2 1.9046 -2.9772 0.3387
C18 1.5229 -4.7609 0.2881
C19 2.4476 -5.6145 0.8818
C20 2.2046 -6.9819 0.9497
C21 1.0337 -7.5028 0.4225
C22 0.1079 -6.6580 -0.1819
C23 0.3525 -5.2975 -0.2514
C24 1.5574 -2.5088 -1.4283
C25 1.3796 -1.2250 -1.9391
C26 1.5166 -0.9046 -3.2841
C27 1.8516 -1.8886 -4.1975
C28 2.0105 -3.1893 -3.7363
C29 1.8806 -3.4810 -2.3864
H11 0.7217 -3.0618 2.2960
H12 0.7881 -1.4115 1.7961
H13 -1.4332 -1.9994 2.0422
H14 -1.3635 -3.4814 1.1277
H15 -3.1348 -1.1341 2.4104
H16 -5.4356 -0.4775 2.8507
H17 -6.9882 0.0005 0.9887
H18 -6.2127 -0.2299 -1.3511
H19 -3.9105 -0.9473 -1.8225
H20 -2.7596 -4.1041 -0.5614
H21 -3.2932 -5.4383 -2.5490
H22 -2.7497 -4.5815 -4.8042
H23 -1.6715 -2.3725 -5.0623
H24 -1.1176 -1.0330 -3.0762
H25 3.3648 -5.2112 1.2939
H26 2.9324 -7.6365 1.4099
H27 0.8430 -8.5665 0.4730
H28 -0.8006 -7.0666 -0.6062
H29 -0.3556 -4.6536 -0.7635
H30 1.0966 -0.3063 -1.3767
H31 1.3555 0.1163 -3.6111
H32 1.9832 -1.6485 -5.2437
H33 2.2589 -3.9858 -4.4251
H34 2.0606 -4.4978 -2.0654
C30 4.2598 0.5100 1.4709
C31 2.8133 0.8805 1.3985
O1 2.0279 0.2086 0.7408
C32 2.3114 2.0833 2.1231
C33 3.1387 3.1665 2.4059
C34 2.6158 4.3030 3.0098
C35 1.2750 4.3501 3.3588
C36 0.4497 3.2547 3.1166
C37 0.9642 2.1294 2.4962
H35 4.4078 -0.4655 1.0155
H36 4.6069 0.5056 2.5051
H37 4.8572 1.2539 0.9376
H38 4.1899 3.1333 2.1507
H39 3.2598 5.1459 3.2212
H40 0.8734 5.2323 3.8395
H41 -0.5820 3.2772 3.4453
H42 0.3502 1.2513 2.3285

The value obtained for the HOMO energy is -13.011 eV. The spin multiplicity is 1. Its charge is +2. Its orbital gap is 6.7581 eV. The calculation puts the relative energy (zero: lowest compared OMol25 entry of this formula, charge and spin) at 77.34 kcal per mole.

For reference, the Löwdin charges in units of e are: 0.91 -0.08 -0.21 -0.17 -0.19 -0.09 0.08 0.11 0.12 0.13 0.13 0.13 0.13 0.14 0.06 0.11 -0.40 -0.33 0.94 -0.38 -0.08 -0.05 -0.05 -0.05 -0.09 -0.38 -0.10 -0.04 -0.04 -0.05 -0.11 1.09 -0.42 -0.10 -0.06 -0.06 -0.06 -0.11 -0.34 -0.18 -0.10 -0.06 -0.04 -0.07 0.09 0.04 0.07 0.09 0.10 0.12 0.12 0.12 0.11 0.12 0.12 0.12 0.12 0.08 0.10 0.11 0.11 0.11 0.07 -0.01 0.11 0.12 0.12 0.11 0.02 -0.37 -0.06 -0.18 -0.01 -0.04 -0.05 -0.07 -0.06 0.09 0.11 0.10 0.12 0.12 0.12 0.11 0.10

---

Which of these has the highest charge? C37H42N2OP2Pt

---

Number 1 is which compound? C37H41N5O2P3RhS2

---

Among the records above, which one has the highest charge? C37H42N2OP2Pt

---

Which value of charge does entry 2 give? -2